Computed, not measured: a 7-piece molecular cluster, C53H87ClNO17PS7 overall, with ωB97M-V with the def2-TZVPD basis set.

The geometry in XYZ format:
```
167
Properties=species:S:1:pos:R:3:forces:R:3
C 5.5447 0.5325 -5.8857 0.03 0.12 0.06
C 4.6561 1.7163 -6.3132 0.29 -0.33 -0.38
C 5.4311 2.8384 -7.0104 -0.13 -0.26 0.01
O 4.9415 4.1403 -6.6679 0.22 0.14 -0.16
C 5.5124 4.7001 -5.5644 -0.07 -0.14 0.14
C 6.8170 5.2101 -5.6085 0.23 0.14 -0.12
C 7.5173 5.2248 -6.9480 -0.31 -0.02 -0.06
C 7.3865 5.7232 -4.4264 -0.35 -0.07 -0.17
S 9.0766 6.3527 -4.5356 0.30 0.29 0.07
C 10.0588 4.8830 -4.7319 -0.06 -0.17 0.05
O 9.1789 7.1662 -5.7162 -0.09 -0.13 -0.22
O 9.4969 6.9570 -3.3062 0.02 0.01 0.07
C 6.6643 5.7755 -3.2218 -0.05 0.23 -0.05
C 7.2849 6.2062 -1.9168 0.19 -0.11 0.24
N 8.1385 5.1052 -1.4254 -0.38 -0.09 0.05
C 8.3828 5.2486 0.0108 0.00 0.05 -0.13
C 5.3433 5.3181 -3.2420 0.09 0.03 0.02
C 4.7747 4.7678 -4.3914 -0.04 -0.05 0.10
C 3.3671 4.2381 -4.3160 -0.02 0.11 -0.01
O 2.5675 4.3927 -5.2058 -0.03 0.02 -0.03
C 3.0301 3.5483 -3.0344 0.04 -0.33 0.01
C 3.5937 4.1200 -1.8989 0.05 0.05 -0.08
C 3.3446 3.6093 -0.6457 -0.03 0.13 -0.06
C 2.5420 2.4911 -0.5437 0.13 0.10 -0.03
Cl 2.2556 1.9101 1.0678 0.04 -0.25 -0.09
C 1.9728 1.8614 -1.6522 -0.10 0.00 -0.28
C 1.1280 0.6362 -1.4365 0.05 -0.06 0.25
C 1.9098 -0.7118 -1.3154 0.04 0.02 0.45
C 1.8124 -1.2953 0.1114 0.22 0.13 -0.26
C 3.3837 -0.6016 -1.6975 0.03 -0.30 -0.17
C 2.2028 2.4109 -2.9404 -0.39 0.09 0.45
P 1.5542 1.7881 -4.5567 0.63 -0.04 -0.59
C 1.0427 0.0207 -4.4808 -0.45 0.16 -0.19
C 0.8754 -0.4548 -5.9359 -0.29 0.12 0.29
C -0.0227 2.7040 -4.8041 -0.25 -0.35 0.65
C -1.2106 2.2839 -3.9296 0.18 0.22 -0.24
C 4.4428 5.3354 -2.0435 -0.01 0.14 0.00
O 4.3544 6.2536 -1.2605 0.14 -0.11 0.07
H 5.2644 -0.3869 -6.3959 -0.02 -0.06 0.03
H 6.5969 0.7101 -6.1168 0.02 0.02 0.00
H 5.4847 0.3510 -4.8130 -0.02 -0.04 0.04
H 3.9225 1.3368 -7.0242 -0.24 0.15 0.15
H 4.0787 2.1044 -5.4773 0.15 0.02 -0.05
H 6.4973 2.7444 -6.7961 0.09 0.22 0.15
H 5.3175 2.7586 -8.0910 0.01 0.08 -0.03
H 6.8593 4.8387 -7.7174 -0.10 -0.09 0.02
H 7.7647 6.2437 -7.2223 0.20 0.02 0.04
H 8.4204 4.6193 -6.9534 0.13 0.07 0.02
H 10.9634 5.0582 -4.1563 0.05 0.04 -0.01
H 10.2885 4.7144 -5.7780 -0.03 0.03 -0.06
H 9.5180 4.0412 -4.3046 0.03 -0.01 0.04
H 7.8940 7.0908 -2.0623 0.00 -0.04 0.11
H 6.5247 6.4582 -1.1830 -0.23 -0.02 -0.09
H 7.5970 4.2539 -1.5493 0.13 -0.08 -0.04
H 9.1132 4.5135 0.3433 0.07 0.01 -0.01
H 8.7709 6.2478 0.2036 0.13 -0.02 0.03
H 7.4726 5.1244 0.6117 -0.03 0.07 0.02
H 3.7810 4.0837 0.2215 -0.07 -0.03 0.08
H 0.3836 0.5740 -2.2183 0.02 0.00 -0.06
H 0.5754 0.7703 -0.5076 -0.10 0.04 -0.04
H 1.4250 -1.4388 -1.9675 -0.03 0.11 -0.19
H 0.9135 -0.9504 0.6118 0.09 -0.08 0.03
H 1.7863 -2.3847 0.0811 0.06 -0.03 0.01
H 2.6853 -0.9845 0.6880 -0.06 -0.03 0.14
H 3.8480 -1.5859 -1.6070 0.04 -0.01 0.00
H 3.9156 0.0665 -1.0183 -0.01 0.07 0.00
H 3.5544 -0.2564 -2.7197 -0.04 0.08 0.00
H 1.8008 -0.5712 -3.9793 0.00 -0.04 0.12
H 0.0851 -0.1100 -3.9777 0.10 -0.15 0.14
H 0.2045 -1.3139 -5.9573 0.17 -0.16 -0.08
H 0.3909 0.3162 -6.5378 0.10 0.02 -0.12
H 1.8290 -0.7118 -6.3892 0.03 0.02 -0.09
H 0.2352 3.7436 -4.6153 0.01 0.07 -0.23
H -0.2667 2.5800 -5.8584 0.00 0.22 -0.09
H -1.6145 1.3274 -4.2590 -0.04 -0.06 0.13
H -0.9194 2.2157 -2.8821 -0.06 -0.04 0.06
H -2.0081 3.0242 -4.0015 -0.07 -0.03 -0.01
C -2.0663 -2.6917 3.9843 -0.05 0.07 -0.07
C -3.3121 -3.1145 3.1958 0.06 0.00 -0.09
C -3.2025 -2.5061 1.7922 -0.18 -0.07 0.10
S -1.4442 -2.3674 1.4594 -0.19 -0.15 0.15
O -1.1044 -0.9683 1.3421 -0.12 0.05 -0.08
O -1.0535 -3.3009 0.4289 0.06 0.12 -0.08
C -0.8867 -2.9559 3.0545 0.01 -0.03 0.19
H -1.9659 -3.2531 4.9120 -0.01 -0.01 0.00
H -2.1137 -1.6295 4.2355 0.04 0.00 0.00
H -3.3323 -4.2005 3.1070 -0.04 0.21 0.15
H -4.2304 -2.7938 3.6855 -0.01 -0.03 -0.01
H -3.6452 -3.1411 1.0275 0.02 0.02 -0.03
H -3.6216 -1.5031 1.7342 0.10 0.04 -0.02
H 0.0265 -2.4292 3.3234 0.02 0.02 -0.10
H -0.6924 -4.0233 2.9523 -0.01 0.00 -0.02
C -4.5067 -9.0400 0.9592 0.06 0.03 -0.04
C -3.0048 -8.7918 0.7586 -0.03 0.01 0.02
C -2.7699 -7.2830 0.8988 0.08 -0.17 -0.10
S -4.0668 -6.6861 1.9975 0.15 -0.35 -0.01
O -4.9055 -5.7682 1.2639 0.03 0.13 0.10
O -3.4794 -6.2846 3.2563 -0.06 0.01 0.00
C -4.9083 -8.2456 2.1969 -0.11 -0.09 -0.16
H -4.7312 -10.0977 1.0848 -0.02 0.00 0.00
H -5.0642 -8.6793 0.0918 -0.02 0.00 0.01
H -2.4425 -9.3259 1.5270 -0.01 0.01 0.01
H -2.6583 -9.1504 -0.2097 0.01 0.00 0.00
H -1.8072 -7.0387 1.3405 -0.03 0.09 0.01
H -2.8835 -6.7571 -0.0471 -0.05 0.05 0.03
H -5.9797 -8.0776 2.2823 0.13 0.08 0.05
H -4.5310 -8.7064 3.1092 0.02 0.05 0.02
C -11.5199 -8.8466 2.2265 0.00 0.02 0.10
C -11.1081 -7.5366 2.9128 0.02 0.00 -0.03
C -9.9818 -7.8722 3.8977 -0.15 0.17 -0.01
S -9.1573 -9.3220 3.2272 0.04 0.06 -0.09
O -9.3436 -10.4234 4.1388 0.06 -0.04 -0.01
O -7.8229 -8.9733 2.7899 -0.10 -0.14 0.09
C -10.2235 -9.5309 1.8087 -0.10 -0.12 0.01
H -12.1619 -8.6703 1.3667 0.02 0.02 -0.02
H -12.0609 -9.4810 2.9333 0.00 -0.02 -0.02
H -10.7440 -6.8327 2.1647 0.01 -0.02 -0.03
H -11.9454 -7.0682 3.4291 0.00 -0.01 0.01
H -9.2503 -7.0744 3.9986 0.06 -0.05 0.01
H -10.3603 -8.1543 4.8782 0.03 -0.07 0.00
H -10.3331 -10.5955 1.6117 0.09 -0.02 0.08
H -9.7513 -9.0346 0.9626 -0.05 -0.01 0.14
C 2.2816 5.6194 2.8830 -0.04 0.04 0.06
C 2.5429 6.5561 4.0703 0.02 -0.05 -0.01
C 1.3980 6.3534 5.0706 0.22 0.24 -0.06
S 0.8304 4.6608 4.8419 0.25 0.06 -0.03
O -0.5243 4.6935 4.3515 -0.05 -0.08 0.10
O 1.1788 3.8698 5.9986 -0.18 0.01 0.07
C 1.9297 4.2639 3.4885 0.09 0.15 -0.11
H 3.1489 5.5500 2.2278 0.00 0.01 -0.01
H 1.4429 5.9898 2.2893 0.00 -0.02 -0.02
H 3.4926 6.2953 4.5416 -0.01 -0.02 0.01
H 2.6066 7.5973 3.7583 0.00 0.00 0.01
H 1.7229 6.4796 6.1000 -0.09 -0.05 0.04
H 0.5561 7.0115 4.8642 -0.07 -0.09 0.00
H 1.4234 3.5965 2.7984 -0.11 0.02 0.16
H 2.8077 3.7766 3.9127 -0.03 -0.02 0.04
C 4.0294 5.9258 10.8845 -0.04 0.01 -0.05
C 2.7777 5.3075 10.2456 0.08 0.00 -0.01
C 2.7622 5.7236 8.7699 -0.24 -0.11 0.14
S 4.4815 5.9746 8.3028 -0.12 -0.22 0.09
O 4.6787 7.3683 7.9893 0.02 0.00 -0.09
O 4.8896 4.9488 7.3774 0.07 0.13 -0.14
C 5.1757 5.6385 9.9198 -0.03 0.06 0.20
H 4.2286 5.5105 11.8713 0.00 0.00 0.00
H 3.8997 7.0046 10.9937 0.02 0.00 0.00
H 2.8314 4.2198 10.3190 0.01 0.00 -0.01
H 1.8660 5.6250 10.7488 -0.01 0.00 0.00
H 2.3287 4.9626 8.1221 0.07 0.04 -0.10
H 2.2471 6.6718 8.6241 0.08 0.05 -0.02
H 6.0484 6.2713 10.0632 0.01 0.00 -0.09
H 5.4635 4.5879 9.9367 0.00 0.00 -0.04
C -12.3041 -5.4958 -2.9671 0.07 0.01 0.00
C -11.0800 -6.1512 -3.6220 -0.02 0.00 0.04
C -9.9626 -6.1858 -2.5720 0.00 -0.02 -0.22
S -10.7851 -6.2568 -0.9750 -0.02 -0.07 -0.03
O -10.4973 -5.0548 -0.2377 0.01 0.00 0.07
O -10.5632 -7.5449 -0.3569 -0.05 0.22 -0.19
C -12.4580 -6.1657 -1.6056 -0.11 0.04 -0.14
H -13.2015 -5.6178 -3.5712 0.00 0.00 -0.01
H -12.1300 -4.4260 -2.8358 -0.01 0.00 0.01
H -11.3310 -7.1683 -3.9286 -0.01 -0.01 0.02
H -10.7596 -5.6107 -4.5109 0.00 0.00 0.00
H -9.3171 -7.0556 -2.6622 0.03 0.01 0.08
H -9.3622 -5.2783 -2.5780 -0.02 0.02 0.07
H -13.0667 -5.6080 -0.8977 0.06 -0.01 0.06
H -12.8283 -7.1865 -1.6989 0.02 -0.01 0.02
```
Forces are in eV/Å.

SMILES: CCCOc1c(C)c(S(C)(=O)=O)c(CNC)c2c1C(=O)c1c(cc(Cl)c(CC(C)C)c1P(CC)CC)C2=O.O=S1(=O)CCCC1.O=S1(=O)CCCC1.O=S1(=O)CCCC1.O=S1(=O)CCCC1.O=S1(=O)CCCC1.O=S1(=O)CCCC1
Max |F| in eV/A: 0.87
E_tot in eV: -190324.9540

Löwdin atomic charge list, values in e, 2 entries: -0.08, -0.21